132
Properties=species:S:1:pos:R:3 method="wB97M-V/def2-TZVPD" largest_force_ev_per_a=2.9 homo_ev=-4.0 homo_lumo_gap_ev=5.731 energy_ha=-2248.5779 total_charge=-1 e_lumo_ev=1.8
C -5.00056 3.89643 5.16893
C -5.84438 4.70034 4.08711
B -4.94133 5.19722 2.82254
O -5.46321 4.87057 1.51309
Nb -2.94631 6.37849 3.15510
C -2.35177 6.32658 0.95959
C -0.86121 5.81223 0.69872
O 0.09449 6.38525 1.60218
C 0.79090 5.43510 2.38785
C 2.36173 5.49396 2.21987
O 2.91180 4.46049 1.37559
C 3.03388 3.24591 2.01171
C 3.75366 2.18358 1.28015
C 3.89906 0.83692 1.85324
C 3.36340 0.47935 3.16592
C 3.45994 -0.96203 3.78956
C 3.77718 -0.72357 5.35376
C 4.73330 -1.77315 3.26293
C 2.11637 -1.78835 3.75215
C 1.38419 -1.90642 2.36576
C 0.30636 -3.09494 2.53635
C 2.28627 -2.32912 1.14833
C 0.53044 -0.62945 1.94806
C 2.67252 1.54688 3.90698
C 2.52425 2.89482 3.33495
H -4.91916 4.46968 6.13397
H -3.96906 3.61612 4.82792
H -5.56200 2.95225 5.43261
H -6.32360 5.56893 4.61486
H -6.65995 4.00827 3.72288
H -6.28156 5.38955 1.40586
H -2.08507 4.78661 3.38074
H -1.47604 7.39577 3.54686
H -3.95374 7.90291 2.95159
H -3.33563 6.37694 4.94307
H -2.48948 7.34176 0.48439
H -3.02812 5.59352 0.43809
H -0.84945 4.69585 0.62690
H -0.58496 6.19260 -0.33614
H 0.46395 4.37092 2.27034
H 0.59101 5.70119 3.47328
H 2.64260 6.47433 1.73567
H 2.89630 5.50139 3.21518
H 4.16793 2.38539 0.26530
H 4.43216 0.09924 1.20922
H 4.38494 -1.63958 5.66485
H 4.40182 0.18723 5.52945
H 2.84612 -0.76054 5.98307
H 5.63359 -1.27633 3.70484
H 4.63658 -2.85389 3.52805
H 4.83137 -1.66726 2.14445
H 2.29433 -2.78806 4.25194
H 1.39614 -1.25270 4.44369
H 0.09078 -3.50023 1.50308
H -0.59472 -2.62540 3.02265
H 0.69276 -3.88214 3.23283
H 1.68353 -2.64633 0.25080
H 2.86268 -3.25218 1.47014
H 3.05844 -1.55601 0.89917
H 1.11886 -0.10888 1.13523
H -0.44977 -0.94163 1.49483
H 0.41447 0.07487 2.80774
H 2.22609 1.37575 4.91534
H 1.97357 3.64192 3.94653
C -3.22190 -2.79179 -2.89487
C -2.37492 -1.86217 -2.03125
C -0.91432 -2.32889 -1.87615
O -0.73614 -3.40886 -0.97064
C -1.01899 -4.68589 -1.51405
N -3.03042 -1.69320 -0.72989
H -3.52053 -3.69915 -2.36793
H -4.14162 -2.28917 -3.20219
H -2.68608 -3.08551 -3.80203
H -2.35269 -0.88844 -2.53158
H -0.34139 -1.49698 -1.45377
H -0.45916 -2.55819 -2.84841
H -0.74570 -4.75373 -2.57098
H -2.07370 -4.93299 -1.37576
H -0.43590 -5.42156 -0.95749
H -2.51911 -0.99551 -0.19316
H -2.88565 -2.55429 -0.20410
C -1.85575 -1.96209 -9.19558
C -3.17597 -2.55808 -8.71707
C -3.28643 -2.65332 -7.18306
O -2.54338 -3.71571 -6.60434
C -1.16509 -3.44067 -6.42279
N -3.36778 -3.86538 -9.35604
H -1.02855 -2.67056 -9.13492
H -1.93450 -1.65891 -10.24199
H -1.58948 -1.07623 -8.61284
H -3.97414 -1.89035 -9.05862
H -4.33241 -2.86116 -6.93598
H -3.03698 -1.69892 -6.70239
H -0.98321 -2.39173 -6.17207
H -0.60009 -3.72354 -7.31351
H -0.80663 -4.05980 -5.59854
H -4.29251 -4.21479 -9.11443
H -2.73601 -4.52078 -8.89794
C 4.59018 -5.16180 6.22186
C 5.67322 -4.43502 7.01397
C 6.09410 -5.17225 8.30049
O 5.16955 -5.05950 9.37208
C 4.07038 -5.95105 9.29976
N 5.21807 -3.06908 7.29596
H 3.59995 -5.04827 6.66530
H 4.53017 -4.76035 5.20774
H 4.80880 -6.23003 6.14340
H 6.55760 -4.37487 6.37090
H 7.01774 -4.70968 8.66275
H 6.33066 -6.22510 8.10136
H 4.34983 -6.91436 8.86390
H 3.25128 -5.50041 8.73548
H 3.71234 -6.12204 10.31591
H 5.97873 -2.55475 7.73533
H 4.51455 -3.13115 8.03114
C -2.96000 4.33614 -8.65271
C -3.16342 2.83207 -8.80644
C -2.25195 1.99074 -7.89209
O -0.90449 1.89991 -8.33081
C -0.09794 3.01708 -7.99602
N -2.99383 2.47111 -10.21913
H -2.05656 4.68930 -9.15166
H -3.79819 4.87774 -9.09600
H -2.90142 4.62037 -7.59908
H -4.19787 2.61594 -8.51997
H -2.63090 0.96311 -7.89837
H -2.29989 2.33313 -6.85117
H -0.37321 3.44870 -7.03008
H -0.15177 3.77400 -8.78131
H 0.93681 2.67648 -7.94020
H -3.22847 1.48760 -10.33579
H -1.99566 2.50564 -10.42184